# 1
Molecular formula: C8H20Cl4N2NbO
Method: DFT, the ωB97M-V functional and the def2-TZVPD basis

```
36
C8H20Cl4N2NbO (the ωB97M-V functional and the def2-TZVPD basis)
C 2.45 0.34 0.69
N 2.24 -0.85 -0.11
C 1.43 -0.56 -1.31
Nb -0.80 -0.88 -1.10
C -2.78 -1.42 -0.14
C -3.18 -0.63 1.09
O -4.62 -0.72 1.32
C -1.61 0.72 -2.52
C -0.71 1.89 -2.67
C -0.80 2.95 -1.57
N 0.09 2.01 -3.67
H 2.98 0.07 1.61
H 1.47 0.74 0.97
H 3.02 1.13 0.17
H 3.15 -1.19 -0.41
H 1.67 0.46 -1.69
H 1.69 -1.29 -2.09
H -1.05 -2.06 -2.51
H -0.29 -2.49 -0.44
H -0.60 0.09 0.50
H -2.83 -2.49 0.07
H -3.50 -1.19 -0.95
H -2.91 0.43 1.01
H -2.67 -1.04 1.97
H -4.87 0.01 1.89
H -1.88 0.32 -3.50
H -2.53 1.00 -1.99
H -1.51 3.73 -1.88
H 0.18 3.42 -1.40
H -1.15 2.52 -0.63
H 0.65 2.86 -3.57
C 3.84 -1.57 4.57
Cl 3.54 -1.27 6.29
Cl 4.72 -0.20 3.89
Cl 4.83 -3.04 4.40
Cl 2.32 -1.78 3.72
```

Calculated values
HOMO: -4.38 eV
gap between HOMO and LUMO: 6.44 eV
net charge: -1
energy: -2399.08294 Ha

Atomic partial charges in e from the natural (NBO) method, atoms 1 to 5: number 1, C, carries -0.422; number 2, N, carries -0.623; number 3, C, carries -0.649; number 4, Nb, carries 1.599; number 5, C, carries -0.837

# 2
Molecular formula: C41H43BrN4O5S2Sc
Method: DFT, the ωB97M-V functional and the def2-TZVPD basis

```
97
C41H43BrN4O5S2Sc (the ωB97M-V functional and the def2-TZVPD basis)
Sc -0.17 -0.42 0.37
C -0.69 -2.37 4.38
C -0.05 -1.37 3.45
O -0.49 -1.38 2.25
C 0.93 -0.52 3.91
C 1.61 0.43 3.11
C 2.67 1.26 3.78
N 1.35 0.60 1.84
N 2.17 1.57 1.24
C 2.05 1.52 -0.05
O 1.30 0.67 -0.68
C 2.84 2.50 -0.85
C 3.63 3.46 -0.24
C 4.34 4.38 -1.00
C 4.26 4.33 -2.39
C 3.48 3.37 -3.01
C 2.76 2.46 -2.24
H -1.78 -2.28 4.32
H -0.37 -2.23 5.41
H -0.42 -3.37 4.05
H 1.22 -0.60 4.95
H 2.74 1.01 4.84
H 2.45 2.32 3.66
H 3.64 1.10 3.30
H 3.68 3.48 0.84
H 4.95 5.12 -0.52
H 4.82 5.05 -2.99
H 3.41 3.34 -4.09
H 2.14 1.71 -2.71
N -2.24 -1.68 0.31
C -3.50 -1.46 -0.41
C -3.50 -2.15 -1.77
C -2.83 -1.39 -2.91
C -1.33 -1.17 -2.79
N -0.96 -0.10 -1.85
H -1.87 -2.61 0.11
H -2.37 -1.65 1.31
H -3.66 -0.39 -0.54
H -4.34 -1.85 0.18
H -4.55 -2.32 -2.06
H -3.05 -3.14 -1.66
H -3.31 -0.41 -3.01
H -3.01 -1.93 -3.84
H -0.96 -0.91 -3.79
H -0.81 -2.09 -2.49
H -1.67 0.65 -1.88
H -0.09 0.31 -2.16
Br 7.21 -3.29 1.07
C 5.38 -3.24 0.52
C 4.85 -4.33 -0.15
C 3.52 -4.28 -0.54
C 2.73 -3.17 -0.26
C 3.29 -2.09 0.42
C 4.62 -2.12 0.81
C 1.28 -3.18 -0.69
O 0.86 -4.10 -1.38
O 0.59 -2.17 -0.30
H 5.47 -5.19 -0.36
H 3.07 -5.11 -1.07
H 2.69 -1.22 0.63
H 5.06 -1.28 1.33
O -1.55 1.14 0.89
S -2.59 2.21 1.07
C -2.59 2.47 2.85
C -3.58 3.28 3.38
C -3.62 3.48 4.76
C -2.69 2.86 5.57
C -1.72 2.03 5.02
C -1.67 1.84 3.65
C -1.75 3.73 0.64
C -2.47 4.73 0.00
C -1.79 5.89 -0.37
C -0.43 6.01 -0.13
C 0.27 4.99 0.51
C -0.40 3.84 0.90
H -4.31 3.76 2.74
H -4.38 4.12 5.19
H -2.72 3.01 6.65
H -0.99 1.53 5.65
H -0.92 1.19 3.21
H -3.50 4.58 -0.26
H -2.32 6.67 -0.90
H 0.10 6.90 -0.45
H 1.33 5.07 0.67
H 0.15 3.03 1.37
S -3.49 2.25 -2.03
C -2.40 3.23 -2.99
C -1.03 3.37 -2.69
C -0.20 4.19 -3.43
C -0.69 4.89 -4.53
C -2.04 4.76 -4.86
C -2.87 3.94 -4.11
H -0.62 2.83 -1.84
H 0.84 4.28 -3.15
H -0.04 5.54 -5.11
H -2.44 5.29 -5.71
H -3.92 3.85 -4.37
```

Calculated values
HOMO: -4.08 eV
energy relative to the best compared isomer or geometry (same formula, charge and spin): 0.00 kcal/mol
gap between HOMO and LUMO: 6.33 eV
net charge: -1
energy: -6314.84791 Ha

Atomic partial charges in e from the Mulliken method, atoms 1 to 5: number 1, Sc, carries 0.198; number 2, C, carries -1.833; number 3, C, carries 0.563; number 4, O, carries 0.148; number 5, C, carries -1.229